{"formula": "C7H17N2", "method": "ωB97M-V/def2-TZVPD", "elements": ["C", "C", "C", "C", "C", "C", "C", "N", "N", "H", "H", "H", "H", "H", "H", "H", "H", "H", "H", "H", "H", "H", "H", "H", "H", "H"], "coordinates": [[-1.5991, -2.4555, 0.1474], [0.1246, -0.5290, 0.5001], [1.2280, -1.2126, -1.7404], [-0.8496, 1.4647, -0.6979], [1.2605, 1.5524, 0.5866], [-0.8915, 1.1884, 1.7436], [1.3441, -1.0977, -0.1940], [-1.0835, -1.2015, 0.2287], [-0.0952, 0.9707, 0.4589], [-2.6769, -2.5763, -0.1098], [-0.9314, -3.3803, -0.0086], [2.1337, -1.7057, -2.2398], [1.2740, -0.1483, -2.0774], [0.3792, -1.8657, -1.9580], [-0.8879, 2.4851, -0.5522], [-0.3648, 1.1969, -1.5156], [-1.9523, 1.2860, -0.7309], [1.2591, 2.7159, 0.6652], [1.9151, 1.2108, 1.2755], [1.7780, 1.6037, -0.4171], [-1.8578, 0.5874, 1.7708], [-0.1808, 1.1471, 2.6033], [-1.1533, 2.1758, 1.7543], [2.3214, -0.6100, -0.0385], [1.4236, -2.1575, 0.2402], [-1.9171, -0.6448, 0.3056]], "forces_ev_per_angstrom": [[2.1, -0.6, -1.2], [-0.6, -1.5, -1.5], [1.5, 0.0, 0.2], [-2.7, 0.7, 3.0], [-0.7, 5.4, -4.5], [0.6, -1.0, 0.3], [0.6, -2.3, 0.0], [-0.6, -1.2, 0.8], [-0.6, -2.5, 2.4], [1.1, 0.5, 0.6], [-1.0, 1.8, 0.5], [-1.1, 0.6, 1.0], [-0.8, -1.0, -0.5], [-0.2, 0.8, -0.6], [0.4, 2.6, -0.2], [1.8, -1.1, -3.9], [1.0, -1.0, 0.3], [-0.9, -1.9, 0.6], [1.3, -1.8, 2.4], [-0.7, -1.0, 0.8], [1.8, 0.5, 0.2], [-0.8, -1.0, -0.6], [-1.0, 2.8, -0.2], [-0.7, -0.2, 0.7], [0.2, 1.4, -0.5], [0.0, 0.9, -0.1]], "total_energy_ha": -386.00524, "e_homo_ha": [-0.41237, -0.41827], "gap_ev": [7.83, 8.19], "charge": 1}



{"formula": "C23H55N6O8PtTi", "method": "ωB97M-V/def2-TZVPD", "elements": ["Pt", "Ti", "C", "C", "N", "C", "C", "C", "C", "C", "O", "C", "H", "H", "H", "H", "H", "H", "H", "H", "H", "H", "H", "H", "H", "H", "H", "H", "H", "H", "H", "H", "C", "O", "O", "O", "C", "C", "N", "C", "C", "C", "C", "H", "H", "H", "H", "H", "H", "H", "H", "H", "H", "H", "H", "H", "H", "H", "O", "C", "N", "C", "H", "H", "H", "H", "H", "O", "C", "N", "C", "H", "H", "H", "H", "H", "O", "C", "N", "C", "H", "H", "H", "H", "H", "O", "C", "N", "C", "H", "H", "H", "H", "H"], "coordinates": [[-1.5905, 3.2199, -0.5035], [0.0752, 1.5681, 3.2093], [-4.0506, -1.5899, 2.5050], [-2.7783, -1.8262, 1.6601], [-1.8406, -2.8505, 2.2714], [-1.2589, -2.2715, 3.5254], [-2.5125, -4.1602, 2.6777], [-3.3177, -4.7578, 1.5141], [-0.7801, -3.1553, 1.2168], [0.5077, -3.7293, 1.7657], [1.3246, -3.8350, 0.6269], [2.5783, -4.4078, 0.9064], [-3.8721, -0.6930, 3.0982], [-4.3621, -2.3680, 3.1946], [-4.8328, -1.4104, 1.7723], [-2.1785, -0.9251, 1.5519], [-3.0029, -2.2058, 0.6652], [-0.6915, -3.0934, 3.9644], [-2.0801, -1.9833, 4.1723], [-0.5108, -1.4891, 3.3976], [-3.1622, -3.8823, 3.5037], [-1.7853, -4.8678, 3.0638], [-2.9625, -4.5689, 0.5053], [-4.3809, -4.5168, 1.5316], [-3.2996, -5.8415, 1.6440], [-0.5249, -2.1299, 0.9364], [-1.1494, -3.6621, 0.3346], [0.3887, -4.7128, 2.2411], [1.0252, -3.1006, 2.5022], [3.1524, -4.6224, 0.0089], [2.5798, -5.3612, 1.4520], [3.1164, -3.7100, 1.5660], [-0.4451, 1.1097, 0.6995], [-1.3189, 1.0526, -0.2273], [0.0368, 0.2208, 1.4672], [-0.2014, 2.3162, 1.1235], [5.4801, 3.0599, 1.0927], [5.7567, 1.6910, 0.3862], [4.7896, 1.4253, -0.6726], [4.1846, 0.1136, -0.5303], [3.3364, -0.1175, 0.7327], [5.3086, 1.5739, -2.0444], [5.5603, 3.0550, -2.3282], [5.7997, 3.8332, 0.3961], [6.0652, 3.1741, 2.0031], [4.4140, 3.0622, 1.3176], [6.7983, 1.7479, 0.0659], [5.5952, 1.0151, 1.2251], [3.5069, -0.1243, -1.3537], [4.9176, -0.7098, -0.5418], [3.9037, -0.0583, 1.6666], [2.5718, 0.6577, 0.7907], [2.9132, -1.1211, 0.7767], [4.5729, 1.1985, -2.7551], [6.2153, 0.9820, -2.2178], [6.5052, 3.4434, -1.9397], [4.8428, 3.7100, -1.8319], [5.5487, 3.2284, -3.4055], [-2.6203, 3.1799, -2.5471], [-3.5138, 2.3974, -2.8839], [-3.3591, 1.0996, -2.5377], [-4.6778, 2.7130, -3.7534], [-2.5427, 0.8847, -1.9965], [-3.9962, 0.3701, -2.7971], [-4.4144, 3.3939, -4.5591], [-5.4801, 3.1301, -3.1351], [-5.1953, 1.8706, -4.2147], [0.2105, 3.3321, -1.6914], [1.4426, 3.1252, -1.6872], [2.1916, 3.1764, -0.5660], [2.0917, 2.8261, -3.0154], [3.0859, 2.6793, -0.5511], [1.5429, 2.9843, 0.1997], [2.7379, 3.6790, -3.2443], [1.3523, 2.7742, -3.8065], [2.7302, 1.9482, -2.9420], [0.0526, -2.5912, -3.4874], [-0.1158, -1.7222, -2.6569], [-1.3579, -1.1723, -2.4771], [1.0142, -1.2740, -1.7426], [-2.0682, -1.5182, -3.0967], [-1.4366, -0.5736, -1.6737], [1.7517, -2.0684, -1.7767], [0.6763, -1.1272, -0.7184], [1.4007, -0.3329, -2.1370], [-3.6321, 2.9195, 0.1497], [-4.5752, 2.5348, 0.8519], [-4.8029, 3.0082, 2.0804], [-5.5683, 1.5040, 0.3731], [-4.0701, 3.5841, 2.4641], [-5.6690, 2.7409, 2.5108], [-6.2938, 2.1297, -0.1664], [-6.0967, 1.0456, 1.2050], [-5.2771, 0.7496, -0.3496]], "forces_ev_per_angstrom": [[0.5, -0.5, -0.9], [0.2, 0.0, -1.1], [0.8, 0.7, -0.6], [-0.4, -1.1, 0.5], [0.5, -0.7, -0.2], [0.7, -1.1, 0.1], [-1.0, 0.7, -0.9], [-0.4, -0.8, 0.5], [0.6, 2.3, 1.1], [0.6, -0.8, -0.2], [-0.4, -0.5, -0.4], [1.0, 0.0, 1.0], [-0.4, 0.1, 0.0], [0.1, -0.2, -0.3], [-0.3, 0.1, 0.3], [0.0, 0.0, 0.0], [-0.1, 0.0, 0.0], [-0.3, 0.1, 0.4], [0.1, 0.1, 0.1], [-0.5, 0.2, -0.6], [0.0, -0.3, 0.1], [0.4, 0.3, -0.2], [0.3, 0.1, 0.1], [0.1, 0.4, 0.1], [0.1, 0.0, -0.1], [0.2, -0.2, -0.5], [-0.3, -0.3, 0.3], [-0.1, -0.1, -0.1], [-0.3, 0.2, 0.0], [-0.3, 0.5, -0.3], [-0.7, 0.0, 0.0], [0.3, -0.1, -0.3], [-1.0, 0.9, 1.6], [0.6, -1.4, -0.4], [-0.4, -1.1, -0.3], [0.5, 1.6, 0.7], [0.3, -0.7, -1.0], [-0.2, 1.6, 1.5], [-0.6, -0.6, -0.5], [-0.4, -1.6, 0.7], [0.5, 0.7, 0.4], [0.2, 0.9, 0.5], [0.4, 0.2, -0.1], [-0.5, 0.4, 0.2], [0.0, -0.1, 0.1], [0.0, 0.5, 0.1], [0.0, -0.7, -0.2], [0.5, -0.7, -0.5], [0.2, 0.5, -0.3], [0.3, 0.2, -0.2], [0.2, 0.2, -0.1], [-0.3, -0.2, 0.0], [-0.3, 0.1, -0.5], [-0.1, -0.1, 0.2], [0.1, 0.0, 0.1], [0.2, -0.4, -0.1], [-0.4, -0.2, -0.3], [0.0, 0.2, 0.1], [-0.4, 1.3, 0.3], [0.7, -2.0, -0.3], [-0.5, 0.6, 0.1], [-1.0, 0.4, -0.1], [0.0, -0.1, 0.1], [-0.1, 0.1, -0.2], [0.1, 0.2, 0.3], [0.3, 0.5, 0.0], [0.6, -0.4, 0.1], [-0.2, 0.1, 0.0], [0.3, -0.2, -0.4], [-1.6, -0.7, -0.4], [0.2, 0.8, 0.4], [0.3, 0.0, -0.1], [0.7, 0.4, 0.4], [0.1, -0.1, 0.0], [-0.1, -0.3, 0.1], [-0.2, 0.0, -0.1], [0.1, 0.3, -0.1], [0.0, -1.1, -0.2], [1.3, 0.0, 0.5], [-0.7, 0.0, -0.4], [-0.3, 0.2, 0.2], [-0.6, 0.1, -0.1], [0.2, 0.2, 0.0], [0.0, 0.1, 0.1], [0.2, 0.0, 0.1], [-0.3, -0.1, 0.2], [0.5, -0.8, -0.1], [0.5, -0.4, -0.9], [-0.9, 1.0, -0.3], [-0.5, 0.3, 0.4], [0.2, 0.3, 0.7], [-0.2, -0.3, 0.1], [0.0, -0.1, 0.0], [0.7, 0.2, 0.1]], "total_energy_ha": -2808.00780, "spin_multiplicity": 6, "s_squared": 8.7556, "e_homo_ha": [-0.42951, -0.47138], "gap_ev": [6.99, 6.69], "charge": 2}



{"formula": "CH28O17", "method": "ωB97M-V/def2-TZVPD", "elements": ["C", "O", "O", "O", "O", "H", "H", "O", "H", "H", "O", "H", "H", "O", "H", "H", "O", "H", "H", "O", "H", "H", "O", "H", "H", "O", "H", "H", "O", "H", "H", "O", "H", "H", "O", "H", "H", "O", "H", "H", "O", "H", "H", "O", "H", "H"], "coordinates": [[32.5960, -10.0560, 14.0120], [32.1510, -8.7770, 14.2570], [31.7350, -10.9110, 13.5060], [33.8850, -10.2750, 14.0900], [34.0460, -8.4330, 16.1490], [34.9690, -8.6140, 15.9100], [33.5490, -8.7660, 15.3870], [31.0030, -7.0200, 15.6660], [31.4180, -7.7560, 15.1960], [30.3870, -6.6030, 15.0640], [35.0050, -8.1840, 13.2350], [34.4230, -8.9250, 13.5400], [34.6740, -7.2950, 13.4140], [29.5980, -8.8900, 13.9570], [30.4370, -9.1940, 14.2190], [29.7650, -8.5930, 13.0950], [29.4920, -11.7070, 12.6490], [30.2240, -11.2130, 13.0990], [29.1060, -11.2200, 11.9130], [32.4090, -6.8280, 12.6500], [32.4640, -7.5830, 13.2870], [32.7290, -6.1350, 13.2260], [32.1700, -9.3510, 11.2740], [31.9340, -9.7510, 12.1480], [32.3360, -8.4570, 11.6280], [34.8130, -11.2610, 11.8400], [34.4050, -10.7910, 11.0970], [34.2940, -11.0820, 12.6640], [30.5100, -10.8930, 15.9380], [31.1120, -10.7340, 15.2310], [30.9480, -10.8920, 16.8310], [32.3650, -13.3740, 14.5120], [33.2410, -13.3800, 14.9040], [32.2440, -12.4350, 14.2960], [35.8440, -13.1790, 13.8180], [35.9190, -12.2660, 14.0310], [35.8490, -13.2300, 12.8690], [36.3280, -10.7030, 14.7970], [36.9890, -10.6850, 14.1100], [35.4640, -10.5060, 14.4430], [33.8120, -11.3360, 16.7380], [34.2120, -12.1410, 16.6140], [33.8400, -10.8950, 15.8610], [32.4300, -12.7250, 11.6680], [32.1500, -12.1150, 12.3350], [33.3560, -12.4570, 11.8230]], "forces_ev_per_angstrom": [[-1.0, 2.4, -1.6], [2.2, -4.9, -0.5], [3.0, 2.1, 2.2], [-3.2, -0.8, 0.2], [0.8, 0.2, 0.3], [-0.4, 0.0, 0.1], [-0.1, 0.6, 0.4], [0.0, 1.2, 1.0], [-0.2, 0.0, 0.1], [-0.1, -0.4, -0.2], [1.0, 0.4, -0.5], [0.3, 1.2, -0.1], [-0.4, -0.8, 0.1], [-3.0, 0.2, 0.8], [1.5, -0.4, 0.8], [0.3, 0.7, -2.0], [-0.3, -0.5, 0.1], [-1.2, -0.2, -0.9], [0.6, 0.3, 0.4], [0.1, 0.3, 0.0], [-0.3, -0.1, -0.2], [0.0, 0.6, 0.0], [-0.1, 0.5, 1.4], [-0.2, -0.4, -1.6], [0.2, 0.0, -1.0], [0.4, -0.3, -0.1], [-0.2, 0.1, 0.6], [0.4, 0.4, -0.8], [-1.1, -0.3, 2.8], [0.7, -0.2, -0.1], [-0.1, 0.1, -1.9], [0.2, -0.1, 0.5], [0.2, -0.2, -0.1], [-0.3, -0.4, -0.1], [0.0, -2.0, 0.2], [0.2, 1.3, 0.5], [-0.3, 0.1, -0.6], [1.1, -0.4, 1.2], [-0.1, 0.4, -0.5], [-0.4, 0.6, -0.5], [-1.5, 3.0, 0.1], [1.5, -3.0, -0.5], [0.1, -0.3, 0.8], [1.4, -0.2, -0.7], [-1.7, 0.3, 0.6], [0.2, -1.0, -1.0]], "total_energy_ha": -1334.05963, "e_homo_ha": -0.14634, "gap_ev": 9.17, "charge": -2}